{"formula": "C3H3CsLiO3", "method": "ωB97M-V with the def2-TZVPD basis set", "symbols": ["H", "C", "C", "O", "C", "O", "O", "Li", "H", "H", "Cs"], "xyz": [[0.529, -1.731, -1.772], [-0.356, -1.307, -0.913], [-0.173, -0.068, -0.093], [-1.153, -0.094, 0.934], [-1.279, 0.984, 1.748], [-0.462, 1.911, 1.563], [0.262, -2.320, -0.533], [-1.503, 2.544, 3.014], [-0.272, 0.799, -0.769], [0.834, 0.014, 0.348], [3.573, -0.732, -3.528]], "lumo_energy_ha": -0.147, "homo_ev": -10.28, "molar_mass_g_mol": 226.900, "homo_lumo_gap_ha": 0.2305, "e_above_lowest_kj_mol": 261.1, "largest_force_ha_per_bohr": 0.099, "multiplicity": 1, "total_charge": 1}



{"formula": "C23H35AsN2O3P2Ti", "method": "ωB97M-V with the def2-TZVPD basis set", "symbols": ["Ti", "O", "C", "C", "C", "C", "C", "C", "C", "O", "N", "N", "C", "C", "C", "C", "C", "C", "C", "O", "H", "H", "H", "H", "H", "H", "H", "H", "H", "H", "C", "P", "C", "C", "C", "P", "C", "C", "H", "H", "H", "H", "H", "H", "H", "H", "H", "H", "H", "H", "H", "H", "H", "H", "C", "As", "C", "C", "H", "H", "H", "H", "H", "H", "H", "H", "H"], "xyz": [[0.604, -0.730, 0.255], [-1.298, -1.252, -3.941], [-0.614, -0.246, -4.529], [-0.962, 0.083, -5.836], [-0.295, 1.093, -6.501], [0.739, 1.784, -5.875], [1.090, 1.454, -4.582], [0.424, 0.446, -3.882], [0.836, 0.111, -2.498], [0.033, -0.616, -1.756], [1.994, 0.533, -2.084], [2.233, 0.100, -0.786], [3.428, 0.313, -0.357], [3.939, -0.113, 0.923], [5.250, 0.264, 1.252], [5.848, -0.125, 2.430], [5.124, -0.931, 3.313], [3.838, -1.322, 3.011], [3.201, -0.925, 1.823], [1.974, -1.318, 1.585], [-0.998, -1.283, -3.004], [-1.762, -0.472, -6.309], [-0.576, 1.340, -7.517], [1.264, 2.572, -6.397], [1.897, 1.967, -4.076], [4.110, 0.843, -1.019], [5.798, 0.877, 0.545], [6.859, 0.179, 2.664], [5.576, -1.257, 4.241], [3.278, -1.951, 3.694], [-0.837, 2.898, 0.667], [0.010, 1.462, 1.407], [1.490, 2.235, 2.147], [-1.024, 1.105, 2.890], [-0.609, -0.225, 3.534], [-0.905, -1.656, 2.408], [-2.693, -1.953, 2.672], [-0.171, -3.029, 3.359], [-0.236, 3.272, -0.163], [-0.983, 3.696, 1.397], [-1.802, 2.581, 0.274], [1.228, 3.093, 2.769], [2.158, 2.556, 1.347], [2.028, 1.497, 2.745], [-2.062, 1.059, 2.547], [-0.954, 1.928, 3.606], [-1.130, -0.384, 4.482], [0.465, -0.227, 3.747], [-2.903, -2.146, 3.726], [-3.010, -2.813, 2.082], [-3.265, -1.086, 2.344], [-0.491, -3.016, 4.403], [0.912, -2.939, 3.296], [-0.466, -3.978, 2.909], [-4.951, -0.153, -0.170], [-3.008, -0.157, -0.454], [-2.911, -1.967, -1.197], [-3.019, 0.921, -2.085], [-5.471, -0.477, -1.072], [-5.278, 0.853, 0.092], [-5.207, -0.826, 0.648], [-3.421, -2.019, -2.159], [-3.388, -2.657, -0.500], [-1.873, -2.266, -1.321], [-3.580, 0.426, -2.878], [-1.997, 1.088, -2.421], [-3.478, 1.886, -1.865]], "lumo_energy_ha": [0.017, 0.011], "homo_ev": [-6.15, -7.52], "molar_mass_g_mol": 572.281, "s_squared": 2.010, "homo_lumo_gap_ha": [0.2431, 0.2877], "largest_force_ha_per_bohr": 0.015, "multiplicity": 3, "total_charge": 0}